Entry 1:
64
Properties=species:S:1:pos:R:3:forces:R:3:nbo_charge:R:1 method="wB97M-V/def2-TZVPD" spin_multiplicity=1 total_energy_ha=-2245.183583 total_charge=+2 homo_lumo_gap_ev="6.37 / 6.37" e_homo_ha="-0.504 / -0.504"
Os 0.2805 1.3654 -0.2271 0.18 0.47 0.23 0.283
C -5.4068 -1.6636 0.3079 -0.01 -0.02 0.00 -0.617
C -4.4682 -0.7886 -0.4997 0.05 0.00 0.05 -0.220
N -3.9445 0.2974 0.3364 0.05 0.03 0.02 -0.543
C -2.7916 0.9424 0.1949 -0.02 0.11 0.02 0.331
S -1.5737 0.2773 -0.9384 -0.39 -0.27 -0.17 0.064
N -2.5717 2.0613 0.8174 0.30 -0.02 -0.20 -0.387
N -1.3190 2.5582 0.5215 -0.62 -0.02 0.10 -0.255
C -1.1841 3.8430 0.6387 0.21 0.01 0.01 0.279
C -2.2432 4.7965 1.0583 -0.03 -0.01 -0.01 -0.688
C 0.1601 4.2984 0.3196 -0.01 -0.07 0.03 0.183
C 0.6174 5.6048 0.3891 -0.06 0.01 -0.01 -0.195
C 1.9554 5.8796 0.1602 0.07 0.00 -0.02 -0.099
C 2.8420 4.8377 -0.0991 -0.11 0.07 0.01 -0.255
C 2.2735 3.5956 -0.1679 0.16 -0.16 -0.06 0.498
N 1.0041 3.2927 -0.0208 -0.03 0.08 0.22 -0.419
H -5.8407 -2.4302 -0.3317 0.01 0.00 0.00 0.242
H -6.2298 -1.0805 0.7239 0.00 0.00 -0.01 0.221
H -4.8829 -2.1531 1.1291 0.00 0.01 0.00 0.213
H -4.9825 -0.3637 -1.3643 -0.01 0.02 0.01 0.213
H -3.6248 -1.3670 -0.8756 0.01 -0.02 0.00 0.211
H -4.6031 0.7485 0.9598 -0.01 -0.01 -0.02 0.424
H -3.1769 4.2782 1.2390 0.00 0.00 -0.02 0.281
H -2.3876 5.5404 0.2712 -0.03 0.01 0.02 0.254
H -1.9502 5.3243 1.9680 0.04 -0.01 -0.01 0.256
H -0.0742 6.3967 0.6374 0.01 0.00 0.00 0.263
H 2.3237 6.8942 0.2220 0.00 0.00 0.00 0.264
H 3.9057 4.9916 -0.2095 0.00 -0.01 0.00 0.268
H 3.7140 2.4231 -0.9867 -0.02 -0.02 -0.05 0.567
O 3.0258 2.4211 -0.2933 0.02 0.27 0.07 -0.490
C 2.1792 1.1309 -0.2513 0.20 -0.44 -0.29 0.087
C 3.1535 0.0434 -0.2848 -0.03 0.28 0.06 -0.085
C 4.5446 0.1180 -0.3538 0.06 -0.06 0.02 -0.223
C 5.2730 -1.0616 -0.3892 -0.04 0.04 0.01 -0.159
C 4.6299 -2.2938 -0.3387 0.03 -0.05 0.01 -0.163
C 3.2470 -2.3636 -0.2425 -0.07 0.01 0.00 -0.153
C 2.5212 -1.1845 -0.2168 -0.01 -0.15 -0.04 -0.380
P 0.7258 -1.0004 -0.1889 0.20 -0.23 -0.03 1.339
C 0.1687 -1.8072 1.3222 -0.09 0.05 0.04 -0.452
C 1.0784 -2.0352 2.3538 0.00 0.06 0.03 -0.114
C 0.6613 -2.6469 3.5275 0.02 0.02 -0.01 -0.212
C -0.6609 -3.0310 3.6784 -0.01 -0.01 0.01 -0.158
C -1.5736 -2.8010 2.6558 -0.02 0.00 0.02 -0.187
C -1.1667 -2.1858 1.4860 0.04 -0.03 0.00 -0.194
C 0.2307 -1.9937 -1.6132 -0.03 -0.03 0.05 -0.435
C -0.1892 -3.3103 -1.4383 0.01 -0.01 -0.03 -0.206
C -0.4729 -4.0935 -2.5497 0.01 0.02 -0.01 -0.181
C -0.3356 -3.5670 -3.8250 0.00 -0.01 0.01 -0.168
C 0.0911 -2.2556 -3.9981 0.00 0.01 -0.03 -0.208
C 0.3763 -1.4677 -2.8969 0.01 0.02 0.01 -0.136
H 5.0913 1.0540 -0.3458 -0.02 0.01 -0.01 0.206
H 6.3519 -1.0204 -0.4477 0.00 0.00 0.00 0.246
H 5.2130 -3.2040 -0.3724 0.00 0.00 0.00 0.247
H 2.7466 -3.3233 -0.2028 0.00 0.01 0.01 0.244
H 2.1131 -1.7358 2.2559 0.01 0.00 -0.02 0.216
H 1.3744 -2.8218 4.3216 0.00 0.00 0.00 0.237
H -0.9835 -3.5119 4.5921 0.00 0.00 0.00 0.239
H -2.6041 -3.1082 2.7742 0.00 0.01 -0.01 0.231
H -1.8803 -2.0278 0.6897 -0.04 0.03 -0.04 0.220
H -0.2948 -3.7296 -0.4467 0.00 -0.01 -0.01 0.233
H -0.7999 -5.1158 -2.4161 0.00 0.00 0.01 0.236
H -0.5589 -4.1794 -4.6883 0.00 0.00 0.00 0.239
H 0.1994 -1.8483 -4.9943 0.00 0.00 0.01 0.235
H 0.7034 -0.4431 -3.0360 0.01 0.01 0.02 0.215



Entry 2:
68
Properties=species:S:1:pos:R:3:forces:R:3:nbo_charge:R:1 method="wB97M-V/def2-TZVPD" spin_multiplicity=3 total_energy_ha=-2078.524703 total_charge=+1 homo_lumo_gap_ev="7.31 / 6.97" e_homo_ha="-0.390 / -0.397"
W 0.5186 0.0625 0.2961 0.33 -0.89 0.18 1.620
O 2.8117 3.0301 2.1134 0.03 0.02 0.00 -0.510
C 1.9836 2.2538 1.7183 -0.01 -0.07 -0.10 0.655
N 1.9850 1.5331 0.5336 -0.13 0.17 0.29 -0.752
C 3.0066 1.6189 -0.3899 0.15 0.10 -0.03 0.643
O 3.8701 2.4569 -0.4547 -0.06 -0.07 0.00 -0.512
C 2.9348 0.5051 -1.4128 -0.05 -0.06 -0.01 0.121
C 3.9082 0.4020 -2.3861 -0.18 -0.15 0.02 -0.187
C 3.8170 -0.6409 -3.2972 0.09 0.08 0.00 -0.122
C 2.7654 -1.5364 -3.2015 -0.06 -0.10 -0.04 -0.222
C 1.8222 -1.3727 -2.2052 0.08 0.13 0.04 0.076
N 1.9024 -0.3639 -1.3263 0.09 0.09 -0.02 -0.498
C 0.7535 1.9655 2.5657 -0.15 -0.11 -0.09 0.124
C 0.5924 2.6150 3.7712 -0.12 -0.08 0.00 -0.188
C -0.5386 2.3389 4.5285 0.10 0.07 0.01 -0.122
C -1.4695 1.4312 4.0543 -0.09 -0.10 -0.07 -0.225
C -1.2502 0.8152 2.8342 0.12 0.13 0.08 0.071
N -0.1604 1.0793 2.1040 0.10 0.05 0.06 -0.496
H 4.7052 1.1306 -2.4013 0.01 0.02 0.01 0.267
H 4.5629 -0.7558 -4.0720 0.00 0.00 0.00 0.241
H 2.6694 -2.3639 -3.8899 0.00 0.00 0.00 0.246
H 0.9913 -2.0566 -2.0941 -0.01 0.01 0.01 0.225
H 1.3568 3.3117 4.0840 0.00 0.01 0.01 0.269
H -0.6903 2.8281 5.4810 0.00 0.00 0.00 0.242
H -2.3590 1.1906 4.6185 0.00 0.00 0.00 0.246
H -1.9462 0.0957 2.4226 0.00 0.00 0.00 0.220
O -2.4608 -4.2083 -1.9792 0.01 0.02 0.01 -0.661
C -2.7552 -3.1215 -2.7080 -0.04 -0.06 -0.03 0.365
C -3.5850 -3.3060 -3.8166 0.03 0.05 0.02 -0.272
C -3.9297 -2.2371 -4.6140 -0.03 -0.05 -0.03 -0.138
C -3.4593 -0.9535 -4.3356 0.03 0.03 0.04 -0.262
C -2.6394 -0.7653 -3.2468 -0.02 0.00 -0.04 -0.160
C -2.2737 -1.8336 -2.4159 0.09 0.10 0.01 -0.193
C -1.3939 -1.5797 -1.2728 -0.22 0.09 0.07 0.567
O -0.9754 -0.3462 -1.0685 -0.03 -0.23 -0.32 -0.774
N -1.0627 -2.5355 -0.4627 0.12 0.07 -0.13 -0.440
N -0.2321 -2.0421 0.5477 -0.87 0.48 0.44 -0.382
C -0.3911 -2.6472 1.6848 0.47 0.27 0.05 0.194
C 0.3868 -2.3401 2.8510 -0.09 -0.04 -0.11 -0.263
C 0.1208 -3.0170 4.0539 0.07 0.02 0.05 -0.126
C 0.9120 -2.8185 5.1606 0.01 0.05 -0.08 -0.254
C 2.0085 -1.9517 5.0636 -0.04 -0.04 0.02 -0.138
C 2.2956 -1.2848 3.8911 -0.05 -0.01 0.03 -0.294
C 1.4738 -1.4489 2.7704 0.07 0.03 0.06 0.448
O 1.7586 -0.7747 1.6660 -0.02 0.11 -0.26 -0.763
H -1.8903 -3.9416 -1.2310 0.01 -0.01 0.02 0.509
H -3.9440 -4.3045 -4.0226 0.00 -0.01 0.00 0.237
H -4.5752 -2.3991 -5.4673 0.00 -0.01 0.00 0.224
H -3.7354 -0.1201 -4.9659 0.00 0.00 0.00 0.223
H -2.2625 0.2212 -3.0130 0.00 0.00 0.00 0.212
H -1.1563 -3.4191 1.7607 0.20 -0.09 -0.19 0.218
H -0.7120 -3.7092 4.0912 -0.01 -0.01 0.00 0.219
H 0.7033 -3.3379 6.0845 0.01 0.00 0.01 0.231
H 2.6494 -1.8027 5.9231 -0.01 -0.01 0.01 0.228
H 3.1475 -0.6224 3.8110 0.00 0.01 0.00 0.236
C 0.0220 2.4541 -3.0011 0.04 -0.05 0.05 -0.977
Sb -0.5192 2.4048 -0.9488 0.07 -0.01 -0.13 1.310
C 0.1853 4.2775 -0.2584 -0.02 0.03 0.01 -0.996
C -2.6183 2.6585 -1.0132 -0.01 -0.04 0.07 -0.980
H -0.5812 3.1848 -3.5364 0.00 0.02 0.02 0.247
H -0.1301 1.4652 -3.4312 0.00 0.01 -0.01 0.243
H 1.0740 2.7260 -3.0813 0.00 0.00 -0.02 0.244
H -0.2127 5.0817 -0.8742 -0.01 -0.01 -0.02 0.250
H 1.2738 4.2874 -0.3055 0.00 0.02 0.03 0.257
H -0.1336 4.4299 0.7722 0.04 0.02 0.01 0.239
H -2.8908 3.2798 -1.8634 0.00 0.01 -0.01 0.247
H -2.9439 3.1410 -0.0933 -0.03 0.00 0.00 0.243
H -3.0907 1.6822 -1.0995 -0.03 0.01 -0.02 0.249



Entry 3:
73
Properties=species:S:1:pos:R:3:forces:R:3:lowdin_spin:R:1 method="wB97M-V/def2-TZVPD" spin_multiplicity=2 total_energy_ha=-10064.244508 total_charge=-1 homo_lumo_gap_ev="4.75 / 4.65" e_homo_ha="-0.206 / -0.206"
Ru 0.7832 -0.6411 0.3236 1.27 0.86 0.08 0.652
O 4.0773 2.4429 5.6686 -0.17 -0.13 0.21 0.000
C 3.2070 1.5738 5.8479 -0.08 -0.13 -0.22 0.000
O 2.6825 1.0947 6.8725 0.24 0.19 -0.11 0.000
C 2.6371 0.9675 4.5244 0.10 0.16 0.25 0.000
C 1.8521 -0.1768 4.5564 -0.03 0.03 -0.10 0.000
C 1.2954 -0.6563 3.3885 -0.06 0.02 -0.03 0.001
N 1.4695 -0.0386 2.2129 0.21 -0.32 -0.10 -0.002
C 2.2604 1.0478 2.1667 0.00 0.09 0.06 -0.001
C 2.8621 1.5728 3.2918 -0.16 -0.11 -0.04 -0.001
C 2.4380 1.6943 0.8114 0.07 -0.29 -0.01 0.004
O 2.9327 2.7967 0.7189 0.01 0.04 -0.19 0.011
O 1.9795 0.9887 -0.2011 -0.20 0.02 0.65 0.030
H 1.6755 -0.6736 5.5007 0.01 0.07 0.02 0.000
H 0.6812 -1.5470 3.3851 0.03 -0.05 -0.09 0.000
H 3.4871 2.4494 3.2030 0.01 0.01 0.10 0.000
S 0.9477 -4.3486 -2.0210 -0.62 0.47 0.14 0.092
As 1.8228 -2.4674 -1.7117 1.82 -1.54 -1.51 -0.001
S 0.1141 -0.9902 -1.8308 -0.56 0.92 0.72 -0.054
S 2.5189 -2.2643 0.3447 -1.66 1.24 -0.10 0.137
S 3.2283 -2.0118 -3.2004 -0.02 0.19 0.29 0.002
C 2.7403 1.3122 -4.0285 0.18 0.25 -0.10 0.000
N 1.4580 1.4349 -4.7208 0.16 -0.04 0.24 0.005
C 0.2730 1.6044 -4.1163 0.12 -0.07 -0.41 0.006
Se -0.0507 1.7661 -2.3023 -0.13 -0.81 -0.03 0.064
N -0.6722 1.6552 -5.0787 0.01 -0.05 -0.09 0.004
C -0.0919 1.5043 -6.3301 -0.09 0.02 0.11 0.001
C -0.6235 1.4710 -7.6099 -0.06 0.01 -0.02 0.001
C 0.2690 1.3036 -8.6550 -0.04 0.01 0.11 0.002
C 1.6439 1.1786 -8.4204 -0.01 0.01 -0.03 0.001
C 2.1683 1.2079 -7.1409 0.17 -0.01 -0.03 0.001
C 1.2728 1.3687 -6.0948 -0.03 -0.02 0.01 0.001
H 2.5667 1.3501 -2.9565 -0.03 -0.05 0.02 0.000
H 3.3939 2.1379 -4.3128 -0.10 0.06 -0.05 0.000
H 3.2060 0.3619 -4.2696 -0.10 -0.05 0.00 0.000
H -1.6502 1.7317 -4.8581 -0.01 -0.01 0.00 0.000
H -1.6896 1.5652 -7.7733 0.05 0.00 -0.05 0.000
H -0.1049 1.2665 -9.6693 0.02 0.00 0.00 0.000
H 2.3123 1.0542 -9.2622 -0.01 -0.01 0.02 0.000
H 3.2316 1.1094 -6.9657 -0.04 -0.03 0.03 0.000
Ge -1.2763 -1.7331 0.9996 -0.83 -1.22 0.28 0.023
C -2.6530 -0.6865 1.9261 0.20 0.28 0.10 -0.003
C -2.4028 0.0041 3.1145 -0.04 -0.09 -0.02 -0.001
C -3.4064 0.7258 3.7473 -0.02 -0.04 -0.02 0.000
C -4.6808 0.7703 3.1961 0.01 -0.02 -0.04 0.000
C -4.9485 0.0850 2.0172 0.05 -0.02 0.03 0.000
C -3.9390 -0.6337 1.3865 0.06 0.02 0.05 -0.001
C -0.9614 -3.3494 2.0902 0.18 0.19 0.26 0.017
C -1.1771 -3.3687 3.4695 -0.07 -0.08 -0.14 0.003
C -0.9319 -4.5189 4.2115 -0.01 0.04 0.01 0.000
C -0.4566 -5.6611 3.5832 -0.01 0.02 -0.03 0.002
C -0.2479 -5.6560 2.2092 -0.01 0.05 0.01 0.000
C -0.4936 -4.5075 1.4690 -0.07 0.00 0.05 0.002
H -2.1043 -2.3618 -0.1495 0.06 0.19 -0.16 0.002
H -1.4068 -0.0068 3.5472 -0.03 0.03 0.00 0.000
H -3.1938 1.2585 4.6661 0.01 -0.01 0.00 0.000
H -5.4642 1.3374 3.6843 0.01 -0.02 0.00 0.000
H -5.9465 0.1004 1.5955 0.02 0.04 -0.02 0.000
H -4.1452 -1.1627 0.4618 -0.04 0.02 0.04 0.000
H -1.5655 -2.4854 3.9664 0.02 -0.04 0.04 0.000
H -1.1158 -4.5200 5.2795 0.03 0.00 -0.01 0.000
H -0.2502 -6.5524 4.1625 -0.02 -0.01 0.00 0.000
H 0.1100 -6.5472 1.7077 0.02 0.01 0.02 0.000
H -0.3223 -4.5172 0.3986 0.06 0.00 0.01 0.000
C -1.4933 3.8229 0.6856 0.09 -0.12 -0.12 0.000
C -1.5327 2.4114 1.2337 -0.04 -0.01 -0.02 0.000
O -0.5613 1.5800 0.5736 0.14 -0.16 -0.15 0.000
H -2.3107 4.4127 1.1033 0.05 0.00 0.02 0.000
H -1.5914 3.8046 -0.4021 -0.05 0.05 0.03 0.001
H -0.5466 4.3063 0.9396 -0.04 0.04 -0.01 0.000
H -2.4995 1.9434 1.0628 -0.01 -0.03 0.00 0.000
H -1.3390 2.4133 2.3063 0.00 -0.05 0.05 0.000
H 0.2497 2.0958 0.4708 0.02 -0.01 -0.02 0.000



Entry 4:
68
Properties=species:S:1:pos:R:3:forces:R:3:nbo_charge:R:1 method="wB97M-V/def2-TZVPD" spin_multiplicity=1 total_energy_ha=-4773.541131 total_charge=+4 homo_lumo_gap_ev=5.61 e_homo_ha=-0.741
Pt -0.7372 -0.2884 0.1173 2.76 -0.48 -0.62 1.105
C 0.6036 2.2475 0.9594 0.05 0.27 -0.02 -0.265
C -0.0109 1.6709 2.1909 -0.01 0.36 0.46 -0.256
N 0.0132 0.1898 2.1082 -0.94 -0.77 -0.30 -0.558
C 1.3709 -0.4267 2.3436 0.10 -0.11 -0.01 -0.292
C 2.0291 -0.9101 1.0770 -0.02 0.10 0.10 0.209
C 3.2542 -1.5447 1.0481 0.04 -0.04 -0.07 -0.203
C 3.7349 -2.0016 -0.1774 -0.09 -0.02 0.01 -0.049
C 2.9931 -1.7993 -1.3405 0.08 0.05 0.04 -0.204
C 1.7703 -1.1691 -1.2384 -0.03 0.14 -0.09 0.208
C 0.8460 -0.9573 -2.4112 0.10 -0.13 0.00 -0.292
N -0.4523 -0.2760 -2.0401 -0.81 -0.74 0.73 -0.544
C -0.5227 1.1493 -2.4427 -0.10 0.26 -0.52 -0.262
C 0.3596 1.9340 -1.5298 0.10 0.23 -0.10 -0.264
N -0.2294 1.7722 -0.1769 -0.80 -0.51 0.27 -0.512
N 1.3252 -0.7339 -0.0499 0.20 0.28 -0.05 -0.573
H 1.6378 1.9461 0.7927 -0.03 -0.12 0.00 0.241
H 0.5916 3.3387 1.0228 -0.05 0.01 -0.22 0.288
H -1.0560 1.9802 2.2721 -0.02 -0.04 0.06 0.243
H 0.4973 2.0212 3.0924 0.04 -0.13 0.02 0.277
H -0.6328 -0.1538 2.8181 0.12 -0.02 0.09 0.452
H 1.2641 -1.2700 3.0278 -0.12 0.04 0.05 0.277
H 2.0067 0.3064 2.8450 -0.05 0.02 0.04 0.272
H 3.8145 -1.7018 1.9618 0.02 0.00 -0.02 0.283
H 4.6712 -2.5447 -0.2223 0.06 0.09 -0.01 0.289
H 3.3618 -2.1303 -2.3039 0.00 -0.07 0.03 0.283
H 0.6199 -1.9232 -2.8649 -0.11 0.02 -0.02 0.278
H 1.3484 -0.3601 -3.1753 -0.08 0.01 -0.05 0.272
H -1.2285 -0.7613 -2.4912 0.11 -0.04 -0.14 0.448
H -1.5623 1.4723 -2.3428 0.00 -0.04 -0.05 0.252
H -0.2424 1.2775 -3.4907 0.05 -0.16 0.00 0.277
H 0.3894 2.9848 -1.8294 -0.08 0.06 0.22 0.289
H 1.3896 1.5780 -1.5093 -0.02 -0.05 0.03 0.237
H -1.1284 2.2604 -0.1542 0.06 0.11 -0.03 0.434
F -4.6244 -6.1764 -0.1099 0.00 0.00 -0.02 -0.205
C -4.2841 -4.9252 -0.0587 -0.06 -0.01 0.02 0.370
C -5.2490 -3.9242 -0.1279 -0.02 0.04 0.01 0.320
F -6.5073 -4.2306 -0.2632 0.00 -0.02 0.03 -0.214
C -4.8667 -2.5859 -0.0544 -0.01 -0.07 0.02 0.444
F -5.8016 -1.6555 -0.1023 0.01 0.04 -0.01 -0.267
C -3.5285 -2.2201 0.0606 0.37 0.00 -0.16 -0.537
P -3.0845 -0.4864 0.2013 -0.70 0.94 0.09 1.249
C -3.7923 0.0403 1.7404 0.29 0.38 0.19 -0.394
C -4.9532 0.8172 1.8088 -0.09 -0.26 -0.02 -0.173
C -5.5430 1.0446 3.0450 0.00 0.03 -0.01 -0.170
C -4.9512 0.5678 4.2063 0.03 0.01 -0.02 -0.111
C -3.7977 -0.2154 4.1425 0.13 0.18 0.04 -0.173
C -3.2131 -0.4679 2.9175 -0.07 -0.02 -0.03 -0.246
C -3.7480 0.3734 -1.1974 0.10 0.18 -0.20 -0.513
C -3.9286 1.7661 -1.1154 -0.05 -0.07 0.05 -0.221
C -4.5793 2.4363 -2.1363 0.19 0.04 -0.10 -0.171
C -5.0066 1.7361 -3.2640 0.08 0.01 -0.03 -0.111
C -4.7961 0.3650 -3.3679 0.14 0.03 -0.07 -0.192
C -4.1314 -0.3144 -2.3579 -0.18 -0.02 0.16 -0.139
C -2.5997 -3.2449 0.1256 -0.11 -0.10 -0.06 -0.131
Br -0.7453 -2.8346 0.3012 -0.14 0.48 0.10 0.393
C -2.9381 -4.5752 0.0693 0.17 -0.16 0.03 0.329
F -2.0046 -5.5041 0.1334 -0.03 0.03 0.01 -0.247
H -5.4317 1.1898 0.9137 -0.02 -0.03 0.00 0.243
H -6.4831 1.5782 3.0937 0.08 0.13 0.03 0.270
H -5.3798 0.8141 5.1688 -0.10 -0.14 0.00 0.270
H -3.3610 -0.6103 5.0504 -0.01 0.00 0.00 0.257
H -2.3274 -1.0989 2.8695 -0.14 -0.18 0.00 0.179
H -3.5964 2.3178 -0.2402 -0.17 -0.02 0.07 0.221
H -4.7571 3.5012 -2.0599 0.03 0.00 -0.02 0.265
H -5.4722 2.2708 -4.0818 -0.18 -0.03 0.07 0.272
H -5.1642 -0.1768 -4.2292 0.10 0.03 -0.06 0.269
H -3.9620 -1.3813 -2.4563 -0.13 -0.02 0.06 0.221